{"formula": "C4H4N2S2", "method": "ωB97M-V with the def2-TZVPD basis set", "e_tot_ha": -1060.617518, "lumo_ev": -0.3108, "homo_energy_ha": -0.3234, "relative_energy_kj_mol": 257.3, "homo_lumo_gap_ev": 8.49, "symbols": ["S", "C", "N", "N", "C", "C", "S", "C", "H", "H", "H", "H"], "xyz": [[-2.825, -0.511, -0.196], [-1.259, -0.479, 0.008], [-0.465, -1.159, 0.913], [0.601, -0.603, 1.538], [1.200, 0.302, 0.808], [0.926, 0.647, -0.539], [0.891, -0.578, -1.863], [-0.465, 0.405, -0.951], [-1.041, -1.786, 1.362], [1.963, 1.126, 1.301], [1.427, 1.500, -0.801], [-0.952, 1.137, -1.581]], "forces_ev_per_angstrom": [[-2.2497, -0.7019, 0.3149], [3.1885, 1.5502, -1.6929], [-0.7679, 1.3574, -2.4415], [1.2743, 1.9820, -0.7957], [1.8662, 0.6709, 4.0239], [-0.9551, -1.0032, -0.3160], [-0.9812, 0.2113, 0.3905], [0.5449, -1.2850, -0.2045], [-0.6887, -1.7645, 2.1798], [-1.7220, -2.9390, -0.6793], [0.7829, 2.1528, -0.9689], [-0.2924, -0.2310, 0.1896]]}